The following is a DFT calculation (ωB97M-V with the def2-TZVPD basis set) of a single C6H13N molecule.

The geometry in XYZ format:
```
20
Properties=species:S:1:pos:R:3:mulliken_charge:R:1
C 1.65 0.94 -1.27 -1.24
C 1.73 -0.15 -0.21 -0.60
C 0.46 -0.51 0.50 -0.10
C -0.76 0.26 0.93 0.26
C -1.24 1.69 0.68 -1.44
N -0.79 -0.65 -0.20 -0.21
C -1.39 -1.96 -0.17 -0.87
H 0.93 0.70 -2.06 0.30
H 2.64 1.05 -1.74 0.41
H 1.37 1.91 -0.85 0.27
H 2.46 0.10 0.58 0.29
H 2.09 -1.10 -0.65 0.30
H 0.72 -1.34 1.20 0.32
H -1.08 -0.11 1.91 0.42
H -2.32 1.72 0.88 0.35
H -0.78 2.42 1.35 0.31
H -1.09 2.00 -0.35 0.38
H -1.04 -2.51 -1.05 0.27
H -1.09 -2.54 0.72 0.34
H -2.48 -1.91 -0.21 0.26
```

Its HOMO-LUMO gap is 10.226 eV. The calculation puts the relative energy (zero: lowest compared OMol25 entry of this formula, charge and spin) at 27.0 kcal/mol. The LUMO energy is 0.0430 Ha.